ORCA calculation (the ωB97M-V functional and the def2-TZVPD basis) on a 7-piece molecular cluster, H14O7 overall in a non-equilibrium geometry.

Structure (XYZ):
```
21
Properties=species:S:1:pos:R:3:forces:R:3:mulliken_charge:R:1
O 2.016 0.705 0.508 0.18 0.15 -0.21 -0.64
H 2.196 1.587 0.839 0.28 0.08 0.63 0.31
H 1.451 0.969 -0.228 -0.18 -0.27 -0.47 0.35
O 0.228 1.747 -1.509 -0.03 0.14 -0.07 -0.68
H 0.273 2.692 -1.302 0.06 -0.26 -0.16 0.28
H -0.415 1.428 -0.867 -0.23 0.06 0.30 0.35
O 1.065 -2.089 0.845 0.07 0.23 -0.61 -0.63
H 1.317 -2.658 0.110 -0.04 -0.49 0.18 0.31
H 1.029 -1.255 0.353 -0.02 0.17 0.59 0.31
O -0.025 -1.577 -2.291 -0.97 0.20 -0.52 -0.60
H -0.891 -1.613 -2.738 0.31 -0.77 0.22 0.31
H -0.041 -0.631 -2.151 0.74 0.64 0.32 0.30
O 1.322 0.796 3.288 -0.18 0.41 -0.66 -0.65
H 1.326 0.492 4.189 0.16 -0.50 0.24 0.28
H 1.676 0.120 2.687 -0.12 0.05 0.34 0.37
O -3.609 -1.999 -1.961 0.32 -0.77 0.84 -0.65
H -3.529 -2.966 -2.026 -0.04 0.51 0.06 0.33
H -3.743 -1.699 -2.846 -0.25 0.29 -0.97 0.32
O -0.509 1.885 1.292 -0.43 0.41 0.61 -0.57
H -0.317 1.372 2.092 0.52 -0.46 -0.25 0.31
H -0.819 2.694 1.716 -0.13 0.18 -0.42 0.28
```
Positions in Å, forces in eV/Å.

spin multiplicity	1
HOMO-LUMO gap	11.095	eV
E_tot	-14559.8355	eV
LUMO energy	0.40	eV
total charge	0
SMILES string	O.O.O.O.O.O.O
energy above the lowest of the compared OMol25 structures with the same formula, charge and spin	37.5	kcal/mol


ORCA calculation (the ωB97M-V functional and the def2-TZVPD basis) on an isolated molecule of C5H13NO2 in a non-equilibrium geometry.

Structure (XYZ):
```
21
Properties=species:S:1:pos:R:3:forces:R:3:mulliken_charge:R:1
C 0.251 2.311 1.921 -0.05 0.04 0.01 -0.90
N 0.007 1.461 0.769 -0.58 -0.47 0.28 -0.42
C 0.679 0.160 0.841 -0.27 0.10 -0.66 -0.86
C 0.321 -0.494 -0.516 -0.92 -0.06 1.03 1.14
C 1.071 -1.787 -0.788 -0.26 0.53 -0.09 -1.72
O 0.505 0.446 -1.497 -0.44 2.35 0.98 -0.65
O -1.141 -0.734 -0.324 1.09 -0.05 -0.08 -0.41
C -1.807 -1.201 -1.477 0.13 -0.12 -0.14 -0.78
H 1.315 2.547 1.970 -0.05 0.08 0.01 0.31
H -0.035 1.833 2.866 0.01 0.02 0.00 0.30
H -0.319 3.235 1.813 0.10 0.02 0.04 0.30
H -0.988 1.217 0.685 0.38 0.38 0.19 0.23
H 0.331 -0.460 1.676 0.14 0.05 -0.06 0.40
H 1.756 0.332 0.888 0.01 -0.12 0.11 0.52
H 0.811 -2.152 -1.777 0.04 -0.13 -0.09 0.41
H 2.141 -1.591 -0.752 0.03 -0.02 -0.06 0.41
H 0.815 -2.531 -0.038 -0.05 -0.07 0.05 0.35
H 0.266 1.368 -0.941 0.82 -2.59 -1.52 0.51
H -1.681 -2.288 -1.592 -0.09 0.16 -0.02 0.23
H -1.431 -0.699 -2.375 -0.11 -0.04 0.08 0.36
H -2.867 -0.972 -1.351 0.06 -0.07 -0.06 0.27
```
Positions in Å, forces in eV/Å.

spin multiplicity	1
HOMO-LUMO gap	10.520	eV
E_tot	-10980.2690	eV
LUMO energy	0.96	eV
total charge	0
SMILES string	CNC[C@](C)(O)OC
energy above the lowest of the compared OMol25 structures with the same formula, charge and spin	37.1	kcal/mol


ORCA calculation (the ωB97M-V functional and the def2-TZVPD basis) on a 2-piece molecular cluster, C3HBr2NO3 overall in a non-equilibrium geometry.

Structure (XYZ):
```
10
Properties=species:S:1:pos:R:3:forces:R:3:mulliken_charge:R:1
C -1.744 -0.327 -0.420 0.15 1.23 -0.07 0.76
C 0.596 -1.389 0.878 -4.51 -2.50 -2.09 0.27
C 1.561 0.689 0.129 0.62 1.81 -1.07 -0.13
N -1.135 0.724 -0.351 0.28 1.08 0.09 -0.41
O -2.246 -1.348 -0.480 -0.95 -1.77 -0.12 -0.33
O 0.444 -2.412 1.411 1.04 -0.58 1.13 -0.36
O 1.284 -0.379 0.819 2.94 2.60 2.20 -0.10
Br 2.073 0.371 -1.607 0.29 -0.20 -0.77 -0.09
Br -1.919 2.400 -0.622 0.16 -0.70 0.05 0.01
H 1.085 1.671 0.244 -0.02 -0.96 0.66 0.38
```
Positions in Å, forces in eV/Å.

spin multiplicity	1
HOMO-LUMO gap (alpha / beta)	6.844 / 7.268	eV
E_tot	-150838.8096	eV
LUMO energy (alpha / beta)	-1.03 / -1.14	eV
total charge	0
energy above the lowest of the compared OMol25 structures with the same formula, charge and spin	71.6	kcal/mol


ORCA calculation (the ωB97M-V functional and the def2-TZVPD basis) on C18H25O6PPtS4 as an isolated structure in a non-equilibrium geometry.

Structure (XYZ):
```
55
Properties=species:S:1:pos:R:3:forces:R:3:mulliken_spin:R:1
Pt 0.902 -0.248 -0.875 0.28 -0.56 -0.62 0.35
C -3.031 -3.356 3.655 0.21 0.11 -0.24 0.00
C -2.440 -3.322 2.258 -0.50 -0.63 0.25 0.00
O -1.721 -2.086 2.093 -0.07 1.09 0.44 0.00
P -1.895 -1.061 0.907 1.74 -2.68 -1.37 0.04
S 0.478 0.276 1.306 -1.64 -1.08 -1.16 0.19
S -0.914 -2.090 -0.725 1.03 0.15 2.34 0.45
O -3.416 -1.322 0.355 1.30 0.97 0.63 -0.01
C -4.527 -0.472 0.676 -0.91 0.28 0.17 0.01
C -5.540 -1.165 1.573 0.35 0.07 -0.15 0.00
H -3.590 -4.276 3.802 -0.04 -0.10 -0.01 0.00
H -3.701 -2.513 3.806 -0.08 0.03 0.02 0.00
H -2.242 -3.302 4.400 0.05 -0.02 0.07 0.00
H -3.219 -3.404 1.497 0.11 0.04 0.06 0.00
H -1.726 -4.135 2.111 0.05 0.19 -0.04 0.00
H -4.991 -0.214 -0.280 0.11 0.04 0.08 0.00
H -4.165 0.442 1.155 -0.05 0.05 -0.07 0.00
H -5.750 -2.164 1.200 -0.05 -0.08 -0.03 0.00
H -6.468 -0.597 1.576 -0.05 0.05 0.01 0.00
H -5.175 -1.230 2.593 0.00 -0.07 0.10 0.00
C -2.954 0.219 -3.631 0.82 0.35 0.29 0.00
S -1.507 -0.439 -2.684 -3.35 2.02 -0.66 0.01
O -0.446 -0.723 -3.617 1.81 -0.52 -1.26 -0.01
C -1.058 1.131 -1.868 -0.30 -0.57 -0.31 0.02
C -0.081 1.942 -2.458 0.11 0.12 0.24 -0.02
C 0.149 3.204 -1.926 0.03 0.10 0.09 -0.01
C -0.605 3.658 -0.854 0.23 -0.04 -0.23 -0.01
C -1.615 2.870 -0.318 -0.30 -0.47 0.03 0.00
C -1.864 1.613 -0.836 0.16 0.65 0.14 -0.02
H -2.794 1.266 -3.861 -0.16 0.12 -0.19 0.00
H -3.822 0.073 -3.001 -0.22 0.04 0.08 0.00
H -3.035 -0.368 -4.537 0.04 -0.21 -0.12 0.00
H 0.446 1.588 -3.334 0.05 -0.08 0.03 0.00
H 0.905 3.842 -2.356 0.08 0.05 -0.10 0.00
H -0.431 4.644 -0.453 0.05 0.09 0.05 0.00
H -2.209 3.249 0.497 -0.15 0.06 0.12 0.00
H -2.699 1.034 -0.476 -0.11 -0.11 0.03 0.00
C 6.365 1.451 2.433 0.17 0.04 0.04 0.00
C 5.604 0.967 1.247 -0.18 -0.10 -0.20 0.00
C 4.570 1.716 0.689 0.07 -0.26 0.07 -0.01
C 3.825 1.210 -0.364 0.01 0.18 -0.23 0.01
C 4.164 -0.020 -0.900 -0.31 -0.08 -0.45 0.01
C 5.228 -0.753 -0.404 0.08 -0.08 -0.06 0.00
C 5.935 -0.265 0.677 -0.23 0.12 -0.08 0.01
S 3.172 -0.751 -2.189 2.45 0.55 -0.06 0.00
O 3.999 -1.299 -3.206 -0.45 -0.05 0.24 0.00
O 2.215 0.308 -2.606 -0.92 -0.30 0.50 -0.01
O 2.359 -1.768 -1.436 -1.61 0.42 1.05 0.00
H 5.955 2.377 2.822 0.01 0.10 0.07 0.00
H 7.406 1.613 2.157 0.11 0.08 0.08 0.00
H 6.350 0.699 3.221 0.01 0.01 0.08 0.00
H 4.349 2.699 1.076 -0.07 0.07 0.12 0.00
H 3.018 1.785 -0.801 0.05 0.06 0.04 -0.01
H 5.489 -1.686 -0.878 0.08 -0.17 0.05 0.00
H 6.747 -0.843 1.092 0.10 -0.05 0.02 0.00
```
Positions in Å, forces in eV/Å.

spin multiplicity	2
HOMO-LUMO gap (alpha / beta)	4.362 / 4.441	eV
E_tot	-87221.4966	eV
LUMO energy (alpha / beta)	-6.43 / -6.27	eV
total charge	+1
energy above the lowest of the compared OMol25 structures with the same formula, charge and spin	173.0	kcal/mol


ORCA calculation (the ωB97M-V functional and the def2-TZVPD basis) on C2HBr3ClNO2 as an isolated structure in a non-equilibrium geometry.

Structure (XYZ):
```
10
Properties=species:S:1:pos:R:3:forces:R:3:mulliken_charge:R:1
C -1.373 0.595 0.907 -1.06 1.95 -0.26 -0.28
C 1.261 -0.313 -1.457 -0.18 -0.01 0.01 0.05
N -0.422 -0.327 1.104 1.75 -1.79 0.26 0.89
O -0.711 -1.503 0.778 -0.68 0.57 0.93 -0.55
O 0.682 -0.005 1.556 -0.57 -0.20 0.40 -0.57
Cl 2.504 0.195 -0.451 0.38 0.06 -0.44 -0.05
Br -0.996 2.349 1.323 -0.27 -0.36 -0.15 0.01
Br 0.661 -2.045 -1.389 0.54 -0.28 -0.67 0.08
Br 0.727 0.742 -2.888 0.04 0.18 -0.07 -0.01
H -2.334 0.313 0.516 0.05 -0.12 -0.01 0.42
```
Positions in Å, forces in eV/Å.

spin multiplicity	1
HOMO-LUMO gap (alpha / beta)	5.401 / 8.929	eV
E_tot	-230318.1875	eV
LUMO energy (alpha / beta)	-2.55 / -0.73	eV
total charge	0
energy above the lowest of the compared OMol25 structures with the same formula, charge and spin	66.2	kcal/mol


ORCA calculation (the ωB97M-V functional and the def2-TZVPD basis) on a 2-piece molecular cluster, C6H11O3 overall.

Structure (XYZ):
```
20
Properties=species:S:1:pos:R:3:forces:R:3:mulliken_charge:R:1
O -0.234 0.325 -2.361 -0.05 0.10 -0.22 -0.77
C 0.666 1.102 -1.937 0.31 -0.10 -0.10 0.35
O 1.753 1.385 -2.483 -0.28 -0.07 0.06 -0.74
C 0.424 1.704 -0.546 -0.08 0.09 0.35 -0.50
C 1.082 0.862 0.546 -0.15 -0.61 0.18 -0.72
C 0.570 -0.599 0.611 -0.39 0.30 -0.13 -0.59
C -0.960 -0.703 2.594 -0.35 -0.03 0.47 -0.76
C -0.774 -0.745 1.282 0.37 0.08 0.00 -0.08
H 0.868 2.695 -0.489 0.00 0.18 -0.14 0.31
H -0.650 1.788 -0.350 0.04 -0.05 -0.04 0.32
H 2.159 0.812 0.385 0.08 0.18 -0.15 0.36
H 0.917 1.321 1.526 0.05 0.06 0.02 0.35
H 1.302 -1.226 1.119 0.08 -0.01 0.11 0.39
H 0.452 -0.953 -0.410 0.20 -0.15 -0.09 0.16
H -0.164 -0.570 3.325 0.12 0.00 -0.27 0.27
H -1.951 -0.799 3.032 0.03 -0.01 -0.13 0.27
H -1.626 -0.897 0.628 -0.03 0.04 -0.03 0.31
H -0.854 -2.462 -2.329 0.01 0.05 0.03 0.28
H -1.385 -1.057 -2.193 0.32 0.06 0.23 0.45
O -1.596 -1.983 -1.951 -0.26 -0.12 -0.15 -0.67
```
Positions in Å, forces in eV/Å.

spin multiplicity	1
HOMO-LUMO gap	8.216	eV
E_tot	-12544.4073	eV
LUMO energy	3.71	eV
total charge	-1
energy above the lowest of the compared OMol25 structures with the same formula, charge and spin	0.9	kcal/mol


- The lowest E_tot belongs to which entry?
  C2HBr3ClNO2


- Among the records above, which one has the lowest energy above the lowest of the compared OMol25 structures with the same formula, charge and spin?
  C6H11O3